# 1
Formula: C49H56BGe2N6ORb
Source: OMol25
Level of theory: ωB97M-V/def2-TZVPD

**2S+1**: 2
**Charge**: -1
**E_HOMO (alpha / beta)**: -3.6 / -2.7 eV
**Orbital gap (alpha / beta)**: 5.601 / 4.525 eV
**⟨S²⟩**: 0.77

CARTESIAN COORDINATES (ANGSTROEM)
Rb (0.3821, 0.7250, -0.4521)
C (3.7683, 4.5417, 2.1559)
C (2.7478, 4.2799, 1.0928)
C (2.2473, 5.2369, 0.2315)
C (1.3605, 4.5532, -0.5763)
N (1.3357, 3.2631, -0.1967)
N (2.1691, 3.0850, 0.8097)
B (2.4469, 1.6983, 1.4592)
N (1.2776, 1.2500, 2.5323)
N (-0.0389, 0.9679, 2.3690)
C (-0.5962, 0.6447, 3.5476)
C (0.3548, 0.7636, 4.5308)
C (1.5076, 1.1535, 3.8783)
C (2.7926, 1.4304, 4.6091)
C (-2.0052, 0.2076, 3.6984)
C (-2.5309, -0.1534, 4.9545)
C (-3.8549, -0.5895, 5.0688)
C (-4.6678, -0.6705, 3.9363)
C (-4.1592, -0.3140, 2.6860)
C (-2.8366, 0.1223, 2.5653)
N (3.0090, 0.6362, 0.3636)
N (3.2941, 0.8476, -0.9520)
C (3.8526, -0.2667, -1.4620)
C (3.9732, -1.2083, -0.4601)
C (3.4506, -0.6098, 0.6681)
C (3.4315, -1.2520, 2.0189)
C (4.2727, -0.4080, -2.8768)
C (3.9548, 0.5998, -3.8065)
C (4.3346, 0.4734, -5.1464)
C (5.0416, -0.6531, -5.5715)
C (5.3685, -1.6572, -4.6581)
C (4.9844, -1.5404, -3.3187)
C (0.5642, 5.0811, -1.7100)
C (-0.2533, 4.2072, -2.4535)
C (-0.9981, 4.6811, -3.5373)
C (-0.9359, 6.0289, -3.8932)
C (-0.1304, 6.9068, -3.1639)
C (0.6178, 6.4391, -2.0787)
H (4.0689, 5.6108, 2.1501)
H (4.6697, 3.9187, 1.9792)
H (3.3362, 4.3110, 3.1477)
H (2.5134, 6.2850, 0.1972)
H (3.3989, 1.8679, 2.1448)
H (0.2407, 0.5903, 5.5923)
H (2.6610, 1.2714, 5.7003)
H (3.0944, 2.4823, 4.4568)
H (3.6024, 0.7635, 4.2695)
H (-1.9249, -0.1083, 5.8485)
H (-4.2500, -0.8691, 6.0369)
H (-5.6910, -1.0117, 4.0271)
H (-4.7890, -0.3796, 1.8081)
H (-2.4634, 0.3867, 1.5836)
H (4.3998, -2.1999, -0.5240)
H (3.8575, -2.2767, 1.9712)
H (2.3935, -1.3128, 2.4035)
H (4.0669, -0.6621, 2.7029)
H (3.4045, 1.4810, -3.5008)
H (4.0789, 1.2496, -5.8560)
H (5.3363, -0.7484, -6.6086)
H (5.9192, -2.5287, -4.9880)
H (5.2531, -2.3346, -2.6363)
H (-0.3154, 3.1566, -2.2004)
H (-1.6202, 3.9997, -4.1041)
H (-1.5118, 6.3929, -4.7347)
H (-0.0837, 7.9514, -3.4429)
H (1.2358, 7.1406, -1.5351)
C (-4.2786, 1.4604, 0.7789)
Ge (-4.2611, 0.1925, -0.6955)
C (-5.9424, -0.7915, -0.7161)
C (-4.0835, 1.1924, -2.3539)
Ge (-2.3691, -1.2746, -0.4521)
C (-2.4114, -2.2321, 1.2280)
C (-1.3277, -3.0392, 1.6032)
C (-1.3517, -3.7331, 2.8172)
C (-2.4575, -3.6239, 3.6641)
C (-3.5389, -2.8186, 3.2981)
C (-3.5161, -2.1239, 2.0847)
C (-2.2141, -2.5030, -1.9381)
C (-1.1010, -3.3504, -2.0350)
C (-0.9825, -4.2399, -3.1076)
C (-1.9743, -4.2873, -4.0905)
C (-3.0841, -3.4432, -4.0021)
C (-3.2037, -2.5530, -2.9304)
H (-5.1339, 2.1557, 0.6552)
H (-3.3308, 2.0365, 0.7789)
H (-4.3807, 0.9193, 1.7408)
H (-6.7810, -0.0745, -0.8296)
H (-6.0690, -1.3506, 0.2317)
H (-5.9572, -1.5042, -1.5638)
H (-4.9401, 1.8896, -2.4559)
H (-4.0719, 0.4953, -3.2156)
H (-3.1368, 1.7701, -2.3346)
H (-0.4619, -3.1303, 0.9649)
H (-0.5122, -4.3542, 3.1018)
H (-2.4754, -4.1609, 4.6036)
H (-4.3950, -2.7322, 3.9547)
H (-4.3600, -1.5073, 1.8208)
H (-0.3214, -3.3230, -1.2887)
H (-0.1210, -4.8914, -3.1773)
H (-1.8820, -4.9757, -4.9206)
H (-3.8518, -3.4781, -4.7642)
H (-4.0671, -1.9095, -2.8806)
C (2.2813, -3.8048, 0.1825)
C (1.5084, -4.0560, -1.0868)
C (1.2905, -2.6501, -1.6023)
O (1.2016, -1.7971, -0.4521)
C (1.6309, -2.5395, 0.6981)
H (3.3342, -3.6136, -0.0563)
H (2.2360, -4.6306, 0.8972)
H (0.5443, -4.5205, -0.8479)
H (2.0306, -4.6973, -1.8014)
H (0.3805, -2.5579, -2.2016)
H (2.1412, -2.3120, -2.2035)
H (0.7438, -2.7663, 1.2991)
H (2.3127, -1.9299, 1.2977)
H (-1.6983, 2.2371, -0.4521)

Atoms 1-2, force components in eV/Å:
-0.9 0.0 -0.7
0.2 -0.3 0.3

***

# 2
Formula: C49H56IMoN3O5Se
Source: OMol25
Level of theory: ωB97M-V/def2-TZVPD

**2S+1**: 3
**Charge**: 0
**E_HOMO (alpha / beta)**: -7.1 / -8.0 eV
**Orbital gap (alpha / beta)**: 6.532 / 6.731 eV
**⟨S²⟩**: 2.05

CARTESIAN COORDINATES (ANGSTROEM)
Mo (0.4829, 0.0974, -0.2712)
C (0.3466, -1.8283, -4.1117)
C (0.1063, -1.4678, -2.6830)
N (1.0505, -0.9519, -1.8919)
N (2.3462, -1.0089, -2.2229)
C (3.0756, -0.5831, -1.2204)
O (2.5036, -0.2203, -0.1219)
C (4.5380, -0.5786, -1.3121)
C (5.2717, -0.3224, -0.1543)
C (6.6516, -0.3299, -0.1877)
C (7.3140, -0.5684, -1.3806)
C (6.5900, -0.8049, -2.5395)
C (5.2088, -0.8132, -2.5115)
C (-1.1315, -1.6160, -2.0162)
C (-2.3513, -2.0109, -2.6035)
C (-3.4813, -2.0655, -1.8313)
C (-3.3950, -1.7643, -0.4639)
C (-2.1745, -1.4009, 0.0563)
N (-1.0690, -1.3076, -0.6832)
H (1.4022, -1.7132, -4.3439)
H (-0.2323, -1.1563, -4.7456)
H (0.0354, -2.8514, -4.3180)
H (4.7304, -0.1022, 0.7540)
H (7.2094, -0.1436, 0.7182)
H (8.3932, -0.5574, -1.4103)
H (7.1128, -0.9886, -3.4666)
H (4.6297, -0.9766, -3.4062)
H (-2.3821, -2.2290, -3.6587)
H (-4.4335, -2.3261, -2.2685)
H (-4.2677, -1.7967, 0.1665)
H (-2.0616, -1.1411, 1.1049)
C (2.8171, 6.5258, 3.0461)
C (3.8041, 5.3783, 2.7939)
C (5.0928, 5.9743, 2.2240)
C (4.1344, 4.6869, 4.1234)
C (3.1315, 4.4138, 1.8283)
C (2.0311, 3.6794, 2.2558)
C (1.4168, 2.8075, 1.3860)
Se (-0.0799, 1.7287, 1.9789)
C (0.8721, 0.4079, 3.0124)
C (1.3096, 0.7163, 4.2825)
C (1.9776, -0.2294, 5.0409)
C (2.1623, -1.4866, 4.4714)
C (1.7162, -1.8409, 3.2057)
C (1.0390, -0.8673, 2.4351)
O (0.5295, -1.0871, 1.2407)
C (1.9807, -3.2284, 2.6297)
C (2.7487, -4.1243, 3.6071)
C (0.6556, -3.9222, 2.2845)
C (2.8310, -3.0728, 1.3613)
C (2.4378, 0.1424, 6.4415)
C (1.1906, 0.4548, 7.2815)
C (3.3409, 1.3829, 6.3737)
C (3.2176, -0.9865, 7.1181)
C (1.7878, 2.6659, 0.0327)
O (1.1050, 1.7879, -0.6738)
C (2.8531, 3.4623, -0.4296)
C (3.4974, 4.2811, 0.4963)
C (3.3872, 3.4716, -1.8589)
C (3.1734, 4.8716, -2.4549)
C (2.6911, 2.4754, -2.7882)
C (4.8930, 3.1455, -1.8171)
H (3.2547, 7.2575, 3.7202)
H (2.5761, 7.0153, 2.1060)
H (1.8921, 6.1584, 3.4811)
H (5.5751, 6.5842, 2.9836)
H (5.7919, 5.1995, 1.9199)
H (4.8746, 6.6142, 1.3732)
H (4.6628, 5.3762, 4.7771)
H (3.2372, 4.3677, 4.6430)
H (4.7674, 3.8179, 3.9672)
H (1.6478, 3.7617, 3.2622)
H (1.1181, 1.7083, 4.6620)
H (2.6893, -2.2277, 5.0420)
H (2.1856, -4.2836, 4.5242)
H (2.9192, -5.0937, 3.1450)
H (3.7186, -3.6952, 3.8468)
H (0.0505, -4.0571, 3.1793)
H (0.0860, -3.3395, 1.5636)
H (0.8562, -4.9014, 1.8533)
H (3.7284, -2.4978, 1.5827)
H (3.1307, -4.0460, 0.9774)
H (2.2684, -2.5563, 0.5844)
H (0.6248, 1.2749, 6.8485)
H (0.5423, -0.4175, 7.3237)
H (1.4703, 0.7290, 8.2962)
H (2.8054, 2.2445, 5.9863)
H (3.7075, 1.6341, 7.3666)
H (4.1961, 1.1970, 5.7278)
H (2.6011, -1.8760, 7.2229)
H (4.1110, -1.2350, 6.5496)
H (3.5264, -0.6730, 8.1129)
H (4.3371, 4.8539, 0.1391)
H (2.1099, 5.0594, -2.5876)
H (3.5810, 5.6553, -1.8218)
H (3.6584, 4.9338, -3.4267)
H (1.6177, 2.6566, -2.8464)
H (3.0942, 2.5654, -3.7971)
H (2.8588, 1.4539, -2.4545)
H (5.4807, 4.0184, -1.5468)
H (5.0940, 2.3632, -1.0901)
H (5.2266, 2.7960, -2.7905)
I (-6.0164, 6.3014, -1.2038)
C (-4.5417, 4.7883, -1.3447)
C (-4.0715, 4.1975, -0.1866)
C (-3.1134, 3.2076, -0.2801)
C (-2.6265, 2.8087, -1.5218)
C (-3.1096, 3.4147, -2.6740)
C (-4.0707, 4.4066, -2.5889)
C (-1.5709, 1.7433, -1.5787)
O (-0.9504, 1.4750, -2.6022)
O (-1.3745, 1.1412, -0.4698)
H (-4.4469, 4.5020, 0.7783)
H (-2.7333, 2.7322, 0.6139)
H (-2.7289, 3.0988, -3.6334)
H (-4.4514, 4.8787, -3.4811)

Atoms 1-2, force components in eV/Å:
-1.1 -0.7 0.9
0.1 0.0 0.3

***

# 3
Formula: C49H56N11OTeW
Source: OMol25
Level of theory: ωB97M-V/def2-TZVPD

**2S+1**: 2
**Charge**: +2
**E_HOMO (alpha / beta)**: -11.3 / -11.0 eV
**Orbital gap (alpha / beta)**: 4.700 / 4.393 eV
**⟨S²⟩**: 0.82

CARTESIAN COORDINATES (ANGSTROEM)
W (-0.2841, -0.3798, -0.4414)
C (0.2320, 6.0563, 2.8501)
C (0.3098, 4.6497, 2.3522)
C (0.7220, 3.6361, 3.2183)
C (0.6808, 2.3276, 2.8159)
C (0.2298, 1.9383, 1.5409)
N (0.0116, 0.5730, 1.3247)
C (-0.7066, -0.0260, 2.3704)
C (-1.6085, 0.6926, 3.1871)
C (-2.3849, 0.0862, 4.1482)
C (-2.3332, -1.2891, 4.3688)
C (-3.2086, -1.9584, 5.3745)
C (-1.4506, -2.0145, 3.5889)
C (-0.6417, -1.4063, 2.6332)
N (0.2068, -2.2443, 1.8890)
C (0.8617, -3.3289, 2.3443)
C (1.2986, -4.0357, 1.2454)
C (0.8630, -3.3048, 0.1430)
N (0.2055, -2.2052, 0.5403)
C (-0.0600, 2.9653, 0.6140)
C (-0.0292, 4.2977, 1.0600)
N (-0.4011, 2.7308, -0.7383)
C (-0.6268, 3.6802, -1.6845)
C (-0.8204, 3.0478, -2.8911)
C (-0.6984, 1.6909, -2.6198)
N (-0.4509, 1.4983, -1.3111)
H (-0.2804, 6.0667, 3.8120)
H (-0.3002, 6.7041, 2.1587)
H (1.2294, 6.4656, 3.0120)
H (1.0312, 3.8820, 4.2230)
H (0.9646, 1.5442, 3.5032)
H (-1.6977, 1.7632, 3.0681)
H (-3.0631, 0.6883, 4.7357)
H (-3.4696, -1.2763, 6.1789)
H (-2.7150, -2.8289, 5.7986)
H (-4.1316, -2.2862, 4.8953)
H (-1.3878, -3.0851, 3.7067)
H (0.9910, -3.5163, 3.3907)
H (1.8425, -4.9574, 1.2345)
H (1.0039, -3.5371, -0.8967)
H (-0.3050, 5.0954, 0.3916)
H (-0.6352, 4.7310, -1.4877)
H (-1.0130, 3.5157, -3.8342)
H (-0.7707, 0.8543, -3.2942)
C (-5.5686, 1.4064, -1.2585)
N (-4.3604, 1.3401, -0.4584)
C (-4.1537, 2.3841, 0.5281)
C (-3.4841, 0.3083, -0.5279)
N (-2.4117, 0.2340, 0.2218)
N (-3.7250, -0.6869, -1.4335)
C (-2.6930, -1.4679, -2.0071)
N (-3.1443, -2.3368, -2.9597)
N (-1.4753, -1.2853, -1.7240)
H (-5.8834, 2.4451, -1.3345)
H (-6.3892, 0.8433, -0.8024)
H (-5.3952, 1.0464, -2.2741)
H (-4.8338, 3.2056, 0.3209)
H (-3.1336, 2.7778, 0.4721)
H (-4.3577, 2.0277, 1.5425)
H (-2.4311, 0.9526, 0.9425)
H (-4.6502, -0.7596, -1.8266)
H (-4.1212, -2.5555, -3.0448)
H (-2.5031, -3.0308, -3.3006)
H (-0.3481, -2.0682, -2.5967)
C (7.4976, 5.5180, -1.6235)
C (6.4395, 4.4719, -1.5477)
C (6.7260, 3.2029, -1.0676)
C (5.7448, 2.2309, -0.9423)
C (6.1221, 0.8552, -0.5000)
C (4.4234, 2.5593, -1.2517)
Te (2.7358, 1.2645, -0.8454)
N (1.3317, -0.8010, -1.5792)
C (1.5323, -1.6432, -2.5267)
O (0.5225, -2.3805, -3.0064)
C (2.8266, -2.0218, -3.1274)
C (2.9340, -3.3031, -3.6793)
C (4.1296, -3.7329, -4.2192)
C (5.2400, -2.9037, -4.2128)
C (5.1408, -1.6314, -3.6684)
C (3.9417, -1.1897, -3.1425)
C (3.3882, 0.6220, 1.0864)
C (3.4955, 1.5883, 2.0907)
C (3.5231, 3.0542, 1.7981)
C (3.6492, 1.1691, 3.4057)
C (3.6980, -0.1743, 3.7463)
C (3.7696, -0.6191, 5.1694)
C (3.7139, -1.1053, 2.7173)
C (3.5873, -0.7266, 1.3904)
C (3.7594, -1.7600, 0.3265)
C (4.1331, 3.7992, -1.8407)
C (2.7434, 4.1042, -2.3113)
C (5.1368, 4.7390, -1.9640)
H (8.4768, 5.1006, -1.4062)
H (7.2882, 6.3028, -0.8961)
H (7.5138, 5.9800, -2.6077)
H (7.7403, 2.9524, -0.7980)
H (7.1376, 0.6245, -0.8141)
H (5.4386, 0.1311, -0.9454)
H (6.0765, 0.7718, 0.5864)
H (2.0758, -3.9556, -3.6877)
H (4.1942, -4.7182, -4.6523)
H (6.1740, -3.2403, -4.6368)
H (5.9940, -0.9709, -3.6648)
H (3.8601, -0.1697, -2.7715)
H (2.8623, 3.3101, 0.9655)
H (4.5360, 3.3427, 1.5169)
H (3.2330, 3.6269, 2.6745)
H (3.7222, 1.9175, 4.1814)
H (3.2844, 0.0940, 5.8290)
H (4.8066, -0.7109, 5.4876)
H (3.3000, -1.5915, 5.2918)
H (3.8411, -2.1525, 2.9500)
H (3.6664, -2.7603, 0.7386)
H (4.7571, -1.6767, -0.1062)
H (3.0314, -1.6264, -0.4676)
H (2.4234, 3.3489, -3.0329)
H (2.7015, 5.0772, -2.7930)
H (2.0488, 4.1012, -1.4677)
H (4.9093, 5.7027, -2.3928)

Atoms 1-2, force components in eV/Å:
-0.3 -1.0 -1.1
0.1 0.1 0.0